No. 1
{
  "formula": "C5H8N4O",
  "method": "ωB97M-V/def2-TZVPD",
  "gap_ev": 9.57,
  "lumo_ev": 0.4403,
  "charge": 0,
  "e_above_lowest_kcal_mol": 28.5,
  "symbols": ["N", "C", "C", "N", "C", "N", "C", "C", "N", "H", "H", "H", "H", "H", "H", "O", "H", "H"],
  "coordinates": [[0.824, -1.933, -0.419], [0.605, -0.618, 0.132], [1.512, 0.437, -0.407], [2.204, 1.149, -1.009], [-0.842, -0.202, -0.026], [-1.346, 1.005, 0.100], [-2.704, 0.854, -0.060], [-3.004, -0.459, -0.326], [-1.806, -1.122, -0.245], [1.056, -1.931, -1.406], [1.488, -2.492, 0.108], [0.814, -0.664, 1.214], [-3.387, 1.700, -0.025], [-3.921, -0.954, -0.630], [-1.627, -2.110, -0.381], [3.713, 2.463, 1.327], [3.589, 2.467, 0.343], [2.832, 2.408, 1.711]]
}



No. 2
{
  "formula": "C5H6NO3",
  "method": "ωB97M-V/def2-TZVPD",
  "gap_ev": 7.79,
  "lumo_ev": 4.1491,
  "charge": -1,
  "e_above_lowest_kcal_mol": 42.3,
  "symbols": ["C", "C", "C", "C", "C", "N", "O", "O", "O", "H", "H", "H", "H", "H", "H"],
  "coordinates": [[1.595, -1.268, 0.256], [1.551, 0.149, 0.048], [-1.633, -0.449, -0.463], [-0.977, 0.086, 0.796], [0.150, 0.968, 0.278], [1.367, -2.383, 0.589], [1.316, 0.962, 1.169], [2.281, 0.658, -1.039], [-0.011, 1.843, -0.616], [-1.748, 0.381, -1.257], [-0.816, -1.098, -0.905], [-2.560, -0.811, -0.293], [-1.619, 0.451, 1.453], [-0.459, -0.784, 1.292], [1.565, 1.296, -1.308]]
}



No. 3
{
  "formula": "C3H4N4O",
  "method": "ωB97M-V/def2-TZVPD",
  "gap_ev": 9.16,
  "lumo_ev": 0.5271,
  "charge": 0,
  "e_above_lowest_kcal_mol": 92.8,
  "symbols": ["C", "C", "C", "H", "H", "H", "H", "N", "N", "N", "N", "O"],
  "coordinates": [[-0.445, 1.413, -1.222], [0.130, -0.536, 0.246], [0.301, -1.859, 0.534], [0.052, 3.182, -0.238], [-0.979, 1.678, -2.112], [-0.024, -0.559, -1.858], [0.092, -2.890, 0.109], [0.024, 2.116, -0.234], [-0.080, 0.038, -0.951], [0.466, -1.946, 1.934], [0.442, -0.818, 2.400], [0.022, 0.182, 1.391]]
}



No. 4
{
  "formula": "CH10N3",
  "method": "ωB97M-V/def2-TZVPD",
  "gap_ev": [5.84, 10.01],
  "s2": 0.7535,
  "lumo_ev": [0.9208, 0.8874],
  "charge": 0,
  "multiplicity": 2,
  "e_above_lowest_kcal_mol": 1.7,
  "symbols": ["N", "H", "H", "H", "H", "N", "C", "N", "H", "H", "H", "H", "H", "H"],
  "coordinates": [[-0.663, -1.829, 2.054], [-1.023, -0.899, 1.940], [-0.892, 2.059, 0.411], [-1.024, -2.283, 2.879], [-0.847, -2.320, 1.200], [-0.773, 1.979, -0.580], [0.469, -0.048, -1.383], [1.353, -0.253, -0.382], [-1.639, 1.863, -1.075], [-0.330, 2.752, -1.059], [-0.448, -0.472, -1.839], [0.786, 0.632, -2.163], [2.187, 0.207, -0.075], [1.040, -0.696, 0.475]]
}



No. 5
{
  "formula": "C30H32N6OPd",
  "method": "ωB97M-V/def2-TZVPD",
  "gap_ev": [6.98, 5.94],
  "s2": 6.0854,
  "lumo_ev": [-6.4099, -8.2375],
  "charge": 2,
  "multiplicity": 5,
  "symbols": ["Pd", "C", "N", "C", "C", "C", "C", "C", "C", "C", "N", "C", "C", "C", "C", "C", "C", "N", "C", "C", "H", "H", "H", "H", "H", "H", "H", "H", "H", "H", "H", "H", "H", "H", "H", "H", "H", "H", "H", "H", "C", "C", "N", "N", "C", "O", "C", "C", "C", "C", "C", "C", "C", "C", "C", "C", "C", "N", "H", "H", "H", "H", "H", "H", "H", "H", "H", "H", "H", "H"],
  "coordinates": [[-0.011, 0.092, -0.006], [0.566, 0.205, 2.972], [-0.584, -0.348, 2.203], [-0.741, -1.776, 2.520], [-1.749, 0.465, 2.505], [-2.529, 0.217, 3.613], [-3.515, 1.122, 4.003], [-3.687, 2.311, 3.306], [-2.949, 2.555, 2.167], [-2.021, 1.605, 1.693], [-1.355, 1.694, 0.507], [-1.721, 2.436, -0.599], [-3.005, 2.964, -0.829], [-3.304, 3.603, -2.017], [-2.335, 3.722, -3.004], [-1.067, 3.177, -2.815], [-0.755, 2.529, -1.639], [0.537, 1.931, -1.406], [1.272, 1.557, -2.625], [1.383, 2.833, -0.583], [0.381, 0.100, 4.043], [1.468, -0.334, 2.694], [0.690, 1.259, 2.729], [-0.803, -1.958, 3.595], [-1.637, -2.164, 2.038], [0.136, -2.303, 2.145], [-2.359, -0.664, 4.216], [-4.111, 0.917, 4.883], [-4.394, 3.050, 3.655], [-3.057, 3.500, 1.655], [-3.788, 2.821, -0.100], [-4.299, 3.993, -2.177], [-2.567, 4.226, -3.932], [-0.332, 3.263, -3.602], [1.628, 2.433, -3.175], [2.139, 0.972, -2.323], [0.635, 0.957, -3.273], [1.663, 3.712, -1.168], [0.835, 3.151, 0.300], [2.278, 2.294, -0.279], [0.405, -4.211, -1.284], [-0.032, -2.826, -0.991], [0.803, -1.857, -0.604], [2.061, -2.170, -0.519], [2.832, -1.036, -0.042], [2.274, -0.027, 0.387], [4.271, -1.208, -0.121], [5.089, -0.146, 0.296], [6.460, -0.267, 0.223], [7.023, -1.445, -0.264], [6.222, -2.501, -0.676], [4.845, -2.389, -0.606], [-1.443, -2.435, -1.090], [-2.409, -3.369, -1.436], [-3.740, -2.973, -1.524], [-4.056, -1.657, -1.268], [-3.033, -0.774, -0.924], [-1.767, -1.145, -0.833], [1.484, -4.302, -1.254], [0.039, -4.522, -2.263], [-0.028, -4.892, -0.545], [4.633, 0.757, 0.676], [7.097, 0.546, 0.541], [8.100, -1.539, -0.317], [6.673, -3.410, -1.049], [4.218, -3.210, -0.919], [-2.131, -4.392, -1.638], [-4.507, -3.687, -1.792], [-5.074, -1.298, -1.329], [-3.246, 0.267, -0.723]]
}